A structure of composition C55H60I2N2O31P2 at a distorted geometry, computed with wB97M-V/def2-TZVPD.

```
152
Properties=species:S:1:pos:R:3:forces:R:3:mulliken_charge:R:1
C 1.752487 -3.845940 4.221521 -0.3 0.3 0.2 -1.5627
C 2.589551 -2.634625 4.609636 -0.6 -0.5 0.2 -0.3733
O 2.240778 -1.521376 3.798881 -0.1 0.1 0.5 -0.2179
C 2.735453 -0.302130 4.327604 0.7 -0.2 0.7 -1.9083
C 1.644095 0.752827 4.566208 0.6 0.7 -1.5 3.5411
C 0.480085 0.413136 5.510110 0.1 -0.7 -0.2 -0.8411
C -0.347049 -0.826971 5.164883 -0.8 0.2 0.1 -0.7621
C -1.313923 -0.682630 3.971008 -0.1 -0.3 1.0 -0.9155
P -2.743441 0.401752 4.246021 -0.5 -0.4 -1.3 0.6887
O -2.994217 1.231247 3.058101 0.1 0.5 0.0 -0.8567
O -4.032511 -0.583435 4.463958 0.7 0.8 0.3 -0.2551
C -5.115425 -0.378755 3.529877 -0.8 -1.0 0.4 0.1164
C -6.283731 -1.258936 4.026008 0.8 0.7 0.1 -1.2459
O -2.591797 1.189369 5.623986 0.1 -0.3 -0.3 -0.0863
C -3.687399 2.120440 5.871918 0.0 0.0 0.3 -0.2291
C -4.319459 1.752687 7.210241 0.2 -0.1 -0.9 -1.3744
C 1.192198 1.177026 3.135875 -0.9 -0.4 1.2 -1.9343
O 1.412649 0.669633 2.080455 -0.4 0.3 0.5 -0.5814
O 0.428037 2.305416 3.369348 0.8 -0.4 -0.8 0.0821
C 1.220107 3.190280 4.220340 -1.7 0.1 -0.8 0.3187
C 0.120211 3.951814 5.016355 -0.4 -0.2 -0.2 -0.0287
C -1.137028 4.162294 4.138340 0.0 0.7 1.0 -1.0589
C 1.843947 4.196390 3.206019 0.8 0.4 -0.3 -1.4831
I 1.468132 3.933657 1.119571 -0.1 -0.1 0.8 0.1689
C 2.577880 5.242829 3.599219 -0.1 -0.3 0.0 0.1105
C 2.914587 5.562927 5.030255 0.0 1.0 -0.3 -1.4369
I 3.438563 6.643057 2.246650 -0.1 -0.2 0.5 0.0218
C 2.184940 2.175900 4.952928 2.6 0.4 0.3 1.1880
N 3.549296 2.337613 4.343299 -0.2 -0.3 0.1 -0.5259
P 2.458233 2.443090 6.828743 -1.7 0.2 1.3 -0.1807
N 3.114133 0.914433 7.293172 0.3 0.8 -0.7 -0.4351
O 3.732348 3.492869 7.019815 0.0 -0.9 -0.6 -0.4782
H 1.799056 -4.038666 3.153146 0.1 -0.1 0.0 0.2448
H 0.705882 -3.694231 4.500901 0.0 0.1 -0.1 0.3849
H 2.091006 -4.710599 4.791882 0.1 -0.1 -0.2 0.3722
H 3.651185 -2.863953 4.507076 0.1 0.1 0.1 0.6808
H 2.377134 -2.430931 5.669628 0.1 0.2 -0.1 0.3233
H 3.500361 0.058957 3.637730 -0.3 0.3 -0.1 0.5920
H 3.260575 -0.475545 5.275810 -0.2 -0.3 -0.1 0.4092
H 0.874242 0.253542 6.515578 0.2 0.0 -0.1 0.3966
H -0.175135 1.281571 5.578038 0.0 -0.1 -0.1 -0.0177
H -0.977097 -1.032317 6.039137 0.1 0.0 0.0 0.7415
H 0.244203 -1.723797 5.016995 0.2 0.2 0.0 -0.3222
H -1.747297 -1.672973 3.798231 -0.1 0.1 -0.1 0.8045
H -0.851059 -0.391494 3.029328 0.0 0.2 0.1 0.3939
H -4.768314 -0.678809 2.543215 -0.1 0.2 -0.1 0.3673
H -5.472120 0.649189 3.538420 0.5 0.2 -0.2 0.0692
H -6.860943 -0.648919 4.723499 -0.3 -0.3 0.0 0.2796
H -6.896363 -1.588020 3.189631 -0.1 -0.1 0.1 0.3733
H -5.859266 -2.087422 4.591926 -0.2 -0.2 -0.2 0.3088
H -3.265004 3.126126 5.902562 0.1 -0.1 0.0 0.3706
H -4.383377 2.098247 5.031351 0.1 0.0 0.3 0.4301
H -4.859872 2.617864 7.591628 -0.1 -0.2 0.2 0.3728
H -3.516115 1.446600 7.880099 -0.1 0.2 0.2 0.3256
H -4.976352 0.894886 7.057921 -0.1 0.1 0.2 0.2154
H 0.419828 4.949703 5.325613 0.4 -0.2 0.0 0.6725
H -0.157188 3.415914 5.928160 0.1 -0.1 -0.1 0.2635
H -0.883402 4.515931 3.141872 -0.1 -0.3 -0.1 0.2427
H -1.698144 4.973608 4.619980 0.0 -0.1 -0.1 0.4452
H -1.792536 3.298681 4.135756 0.2 -0.1 -0.5 -0.0176
H 2.332816 5.016692 5.761567 0.2 -0.2 -0.1 0.2538
H 2.696655 6.625109 5.189041 0.0 -0.1 0.1 0.5131
H 3.984920 5.463433 5.220500 -0.1 -0.2 0.1 0.4065
H 4.191748 1.778305 4.901061 0.1 -0.2 -0.4 0.4524
H 3.885777 3.289369 4.445438 -0.3 0.1 -0.2 0.3209
H 3.300306 0.945251 8.288775 0.0 -0.1 0.0 0.3105
H 3.986226 0.713966 6.805559 0.0 -0.3 0.2 0.2350
H 4.531184 3.104058 6.630528 0.2 0.3 0.1 0.3671
C 4.903546 -6.556254 1.997274 -0.1 0.2 0.1 -1.1130
C 5.740149 -7.060120 1.081419 -0.3 -0.3 0.2 0.3326
C 6.690345 -6.185537 0.312858 0.1 0.5 0.0 1.0807
O 7.435403 -6.714956 -0.490167 -0.1 -0.3 0.0 -0.6315
C 6.667916 -4.752303 0.565083 0.2 -0.3 0.0 -1.0679
C 5.826226 -4.250113 1.477429 0.2 0.2 -0.3 0.3027
C 4.896269 -5.126481 2.265299 -0.1 -0.4 0.1 0.8540
O 4.173371 -4.605008 3.096981 0.4 0.0 -0.3 -0.3701
O 5.759592 -2.944966 1.745449 -0.2 -0.2 0.2 -0.5688
O 5.788908 -8.357452 0.793329 0.2 0.2 -0.2 -0.5765
H 4.218299 -7.175652 2.558757 0.0 0.0 0.0 0.4733
H 7.342642 -4.129683 -0.004361 -0.2 -0.1 0.2 0.6912
H 5.074426 -2.845619 2.432909 -0.1 0.1 0.0 0.2851
H 6.475178 -8.450935 0.105058 0.0 0.0 0.0 0.3541
C 0.293975 1.507247 -2.470506 0.1 0.2 0.2 -1.1234
C 0.018780 0.793334 -3.568366 0.2 -0.3 0.4 0.4144
C -0.515758 1.432664 -4.815087 -0.1 0.5 -0.2 1.0602
O -0.716388 0.719426 -5.780042 0.0 -0.3 0.0 -0.6141
C -0.762956 2.865365 -4.805609 0.0 -0.2 -0.2 -0.9620
C -0.495614 3.581024 -3.706043 -0.2 0.2 -0.4 0.1922
C 0.066439 2.943698 -2.468569 0.1 -0.6 0.2 0.9840
O 0.303748 3.656312 -1.511324 -0.1 0.4 -0.3 -0.5377
O -0.704501 4.892154 -3.637401 0.1 -0.2 0.3 -0.5963
O 0.201147 -0.523835 -3.636426 -0.1 0.2 -0.3 -0.5956
H 0.682218 1.058358 -1.565691 0.0 0.0 0.0 0.6324
H -1.163092 3.311788 -5.704845 0.0 0.0 0.0 0.4661
H -0.428046 5.162300 -2.740887 0.0 0.1 0.0 0.3402
H -0.077369 -0.781793 -4.536524 0.0 0.0 0.0 0.3263
C 7.285019 -0.538602 -4.102904 -0.2 0.1 -0.1 -0.9671
C 7.846368 -1.231114 -3.104238 0.2 0.3 -0.3 0.1553
C 7.034734 -2.117816 -2.204783 -0.5 -0.1 0.1 1.0323
O 7.611512 -2.734317 -1.325908 0.5 0.5 -0.4 -0.6255
C 5.602439 -2.194265 -2.421252 0.2 -0.1 0.1 -0.8061
C 5.037318 -1.498703 -3.417265 -0.2 -0.2 0.3 0.2865
C 5.851563 -0.631099 -4.335939 0.5 0.2 -0.1 0.9898
O 5.278829 -0.041521 -5.232403 -0.3 -0.1 0.0 -0.5730
O 3.733169 -1.531086 -3.654297 0.1 0.2 -0.2 -0.5512
O 9.149886 -1.182369 -2.844431 -0.2 -0.2 0.2 -0.5971
H 7.859273 0.100722 -4.758314 0.0 0.0 0.0 0.4382
H 5.027360 -2.822284 -1.755204 0.0 0.0 0.0 0.5422
H 3.580153 -0.944506 -4.419970 -0.1 0.0 0.0 0.2708
H 9.293615 -1.772012 -2.080354 0.1 0.0 0.0 0.3533
C -7.876461 3.752747 6.159105 0.2 -0.1 -0.1 -1.0873
C -9.169211 4.045416 6.351154 0.3 0.0 0.3 0.4357
C -10.156089 4.048065 5.218215 0.0 -0.1 -0.6 0.9077
O -11.317972 4.304835 5.467676 0.0 0.1 0.3 -0.6152
C -9.668871 3.747200 3.880715 -0.2 0.0 0.1 -0.8539
C -8.375497 3.458004 3.688635 -0.3 0.0 -0.4 0.3032
C -7.396105 3.430051 4.825894 0.0 0.1 0.5 1.0010
O -6.239389 3.140202 4.579353 -0.2 0.0 -0.3 -0.4750
O -7.875840 3.177795 2.488708 0.2 0.0 0.3 -0.6142
O -9.663537 4.349226 7.546102 -0.2 0.0 -0.3 -0.5796
H -7.158537 3.745427 6.966912 0.0 0.0 0.0 0.4131
H -10.383850 3.768348 3.070591 0.0 0.0 0.0 0.4331
H -6.923638 3.006105 2.623436 0.0 0.0 -0.1 0.3443
H -10.615955 4.514433 7.407327 0.0 0.0 0.0 0.3528
C 2.346465 -1.855504 -10.797740 0.1 0.1 0.2 -0.9842
C 1.013866 -1.799864 -10.959283 0.3 -0.2 -0.4 0.3776
C 0.128793 -1.120374 -9.944927 0.1 0.2 0.3 1.0926
O -1.069532 -1.080323 -10.145897 0.0 -0.1 -0.2 -0.5830
C 0.757316 -0.544635 -8.764604 -0.2 0.0 0.0 -1.0271
C 2.084604 -0.607905 -8.608680 -0.3 0.2 0.3 0.1724
C 2.970302 -1.260559 -9.628574 0.0 -0.3 -0.5 1.0208
O 4.172235 -1.266407 -9.430330 0.0 0.1 0.3 -0.6358
O 2.698205 -0.098745 -7.541971 0.3 -0.2 -0.1 -0.5085
O 0.410015 -2.334894 -12.011040 -0.3 0.5 0.4 -0.5638
H 2.993509 -2.337225 -11.516951 0.0 0.0 0.0 0.4345
H 0.112093 -0.074491 -8.033853 0.0 0.0 0.0 0.6016
H 3.651281 -0.273440 -7.663950 0.1 0.1 0.0 0.3194
H -0.562712 -2.179382 -11.918456 0.4 -0.3 -0.1 0.3804
C -5.491035 -4.109663 -11.961700 -0.2 0.0 -0.2 -0.8866
C -4.225815 -3.901527 -11.576530 -0.3 -0.2 0.3 0.2642
C -3.226415 -3.242061 -12.480176 0.0 0.2 -0.5 0.9260
O -2.096534 -3.070012 -12.056292 -0.4 -0.3 0.2 -0.5631
C -3.649991 -2.847487 -13.810486 0.2 0.0 0.2 -0.9348
C -4.915055 -3.057829 -14.198381 0.3 0.2 -0.3 0.3438
C -5.925422 -3.695297 -13.286976 -0.1 -0.2 0.5 0.9607
O -7.060337 -3.839878 -13.697298 0.0 0.1 -0.3 -0.6142
O -5.357913 -2.720190 -15.402924 -0.2 -0.1 0.2 -0.5678
O -3.775492 -4.259533 -10.378022 0.2 0.1 -0.2 -0.5865
H -6.221125 -4.581296 -11.319633 0.0 0.0 0.0 0.4265
H -2.914676 -2.388549 -14.456282 0.0 0.0 0.0 0.4567
H -6.299801 -2.977630 -15.423985 0.0 0.0 0.0 0.3569
H -2.837288 -3.992342 -10.349469 0.0 0.0 0.1 0.3281
```
Positions in Å, forces in eV/Å.

Output
DFT total energy: -159238.0032 eV
E_LUMO: -1.71 eV
HOMO energy: -8.25 eV